{
  "formula": "C4H17NO3PSn",
  "method": "ωB97M-V/def2-TZVPD",
  "charge": 1,
  "relative_energy_ev": 3.530,
  "elements": ["H", "H", "H", "O", "C", "C", "H", "H", "H", "H", "H", "H", "H", "O", "C", "P", "H", "O", "N", "H", "H", "H", "Sn", "C", "H", "H", "H"],
  "coordinates": [[-1.3956, 1.0959, -3.5335], [0.0321, 1.7469, -4.7445], [-0.5609, 1.7647, -0.4205], [-0.6855, -0.5531, 2.7119], [1.8516, 0.8358, 1.9941], [-0.6610, -2.5535, 0.6669], [-0.5779, -2.8348, 1.7390], [0.0806, 1.9789, -2.9699], [-1.1625, 2.7999, -4.0253], [-1.0909, 1.4254, 3.2480], [1.4268, 1.0037, 3.0074], [0.3347, -2.5541, 0.1767], [1.0478, -1.0347, -3.2814], [-1.3292, -1.3236, 0.5082], [-0.6407, 1.8613, -3.7914], [-0.3309, -0.0770, 1.1152], [2.9451, 0.7009, 2.1200], [1.3300, -0.3316, 1.4072], [1.2799, -1.0257, -2.2786], [2.3072, -0.9669, -2.2443], [-1.2642, -3.3433, 0.1750], [-1.7986, 0.1534, 4.2811], [0.2021, 0.6256, -1.1700], [-1.5618, 0.4164, 3.2304], [1.0332, -1.9644, -1.9348], [-2.5245, 0.4294, 2.6712], [1.7121, 1.7254, 1.3409]]
}